(1)
Entry from the OMol25 dataset: a gas-phase ion, C12H8F3O5S (charge -1) at a distorted geometry (the ωB97M-V functional and the def2-TZVPD basis).

Each line ends with the Mulliken charge.
Atoms and positions in Å:
C 0.5586 -1.5276 0.0926  1.019
C 0.6975 -1.7856 1.5440  -0.855
C 1.2885 -2.9988 1.8064  0.135
O 1.3355 -3.6944 2.7900  -0.717
O 1.9043 -3.3903 0.5944  -0.340
C 1.5635 -2.6163 -0.4454  0.168
O 1.7935 -2.8245 -1.6261  -0.591
H -0.2892 -1.8177 -0.4608  0.356
H 0.1107 -1.1676 2.1982  0.388
F 1.3049 0.5102 -4.4559  -0.225
C 1.5287 0.6707 -3.1398  0.640
F 2.5419 -0.1250 -2.7433  -0.193
F 1.8467 1.9580 -2.8835  -0.238
S -0.0819 0.1843 -2.2242  1.042
C 0.5878 -0.1362 -0.2083  -1.500
C -0.4862 0.7742 0.3930  0.082
C -0.0202 1.8015 1.2126  -0.222
C -0.8716 2.4879 2.0914  -0.685
C -2.2465 2.1881 2.1106  -0.235
C -2.7673 1.2551 1.1868  -0.859
C -1.8949 0.6021 0.3066  0.349
O -0.8934 1.3806 -2.2328  -0.614
O -0.5591 -1.0552 -2.7952  -0.626
H 1.5858 0.2221 -0.4286  1.050
H 1.0217 2.0966 1.0803  0.315
H -0.4622 3.2718 2.7603  0.325
H -2.9178 2.6926 2.8178  0.333
H -3.8558 1.0619 1.1399  0.334
H -2.3236 -0.0187 -0.4811  0.363

Atomic forces in eV per Å
C 1.40 -2.58 0.44
C -1.17 1.11 0.24
C -1.30 2.14 0.41
O 0.79 -1.12 0.56
O 1.19 -1.46 -2.07
C -0.84 0.99 -0.89
O 0.41 -0.06 1.72
H -2.10 -1.36 -0.09
H -0.08 -0.39 0.59
F 0.49 0.25 0.55
C -0.50 -0.42 0.09
F -0.62 0.74 -0.43
F -0.05 -0.84 -0.24
S 0.95 -0.79 1.74
C -0.74 3.14 -3.70
C 0.30 0.02 1.15
C -0.20 0.25 0.04
C -0.38 0.20 -0.05
C 0.32 -0.25 -0.20
C 0.52 0.41 -0.04
C 0.34 -0.38 0.24
O 0.19 -0.04 -0.68
O 0.08 0.60 -0.29
H 0.14 0.89 0.88
H -0.14 -0.22 0.54
H -0.33 -0.61 -0.54
H 0.35 -0.22 -0.33
H 0.83 0.15 -0.03
H 0.19 -0.19 0.40

For the HOMO-LUMO gap, the calculation gives 6.43 eV. As for the structure (SMILES): O=C1OC([O-])=C[C@H]1[C@H](c1ccccc1)S(=O)(=O)C(F)(F)F. The total charge is -1. The spin multiplicity is 1.

=====

(2)
Entry from the OMol25 dataset: a molecular structure, C12H8N4PtS2Se6 at a distorted geometry (the ωB97M-V functional and the def2-TZVPD basis).

Each line ends with the Löwdin spin population.
Atoms and positions in Å:
Pt -0.6751 -0.3990 0.4604  1.377
Se -1.0199 -1.8489 2.9892  0.687
Se -0.9285 -3.9095 2.2118  0.344
Se -2.8064 -4.0215 0.5121  0.371
Se -3.1059 -2.0096 -0.3188  0.720
Se 1.5784 2.2393 -0.3186  0.008
Se 1.3963 0.7559 -2.0581  0.012
C -0.4492 1.0429 -2.5818  0.003
C -0.7177 1.5722 -3.8372  0.003
C -2.0370 1.8073 -4.1779  -0.003
C -3.0270 1.4835 -3.2619  0.004
C -2.6542 0.9484 -2.0402  0.009
N -1.3893 0.7349 -1.7101  0.097
C 2.1886 1.0498 1.0692  0.010
C 3.2375 1.4566 1.8853  0.006
C 3.7081 0.5721 2.8398  0.001
C 3.1304 -0.6881 2.9240  0.007
C 2.1122 -1.0134 2.0479  0.027
N 1.6401 -0.1517 1.1516  0.115
H 0.0959 1.8121 -4.5037  0.000
H -2.2922 2.2355 -5.1357  0.000
H -4.0707 1.6325 -3.4874  0.001
H -3.3954 0.6660 -1.3025  0.001
H 3.6746 2.4345 1.7410  0.001
H 4.5273 0.8452 3.4906  0.000
H 3.4744 -1.4092 3.6464  0.001
H 1.6690 -2.0007 2.0486  0.008
S 2.1290 -3.8896 -0.4513  0.022
C 0.9707 -2.8095 -0.4890  0.018
N 0.0915 -2.0232 -0.5068  0.041
S -1.4550 1.6067 1.3983  0.060
C -2.4614 0.8957 2.4925  0.024
N -3.1390 0.3825 3.2723  0.028

Atomic forces in eV per Å
Pt -0.28 -0.15 -0.03
Se 0.13 0.19 -0.13
Se -0.64 -0.29 -0.37
Se 0.62 0.07 0.35
Se 0.06 0.12 0.20
Se 0.11 0.55 0.29
Se 0.11 -0.20 -0.70
C 0.55 0.12 0.11
C 0.12 0.04 0.08
C -0.12 -0.16 0.13
C 0.05 -0.01 -0.01
C -0.32 0.00 -0.03
N 0.37 -0.25 0.17
C 0.10 -0.05 -0.22
C -0.07 0.08 -0.16
C -0.19 -0.11 -0.02
C 0.14 0.14 -0.06
C 0.10 -0.20 0.09
N -0.51 0.41 0.04
H 0.03 0.04 -0.04
H 0.00 0.01 -0.08
H -0.09 0.04 0.00
H -0.03 0.13 0.07
H 0.05 0.00 0.04
H -0.01 0.05 0.02
H 0.03 -0.13 0.04
H -0.01 0.01 -0.03
S 0.83 -0.78 0.02
C -1.15 0.90 -0.06
N 0.52 -0.90 -0.27
S 0.42 0.53 -0.41
C -0.48 0.10 0.54
N -0.43 -0.29 0.43

For the HOMO-LUMO gap (spin up / spin down), the calculation gives 6.08 / 5.10 eV. As for the expectation value of S²: 6.02. The spin multiplicity is 5.

=====

(3)
Entry from the OMol25 dataset: 2 unconnected molecules or ions with the total composition C12H9Cl2FN3 at a distorted geometry (the ωB97M-V functional and the def2-TZVPD basis).

Each line ends with the Mulliken charge.
Atoms and positions in Å:
C 1.0737 -0.0410 4.6078  -0.444
N 1.9672 -0.9544 4.9315  0.525
N 3.0851 -1.2933 4.9689  -0.689
C -0.2922 -0.4087 4.5744  0.958
C -1.2768 0.4056 3.9598  -0.569
C -2.6210 0.0882 4.0943  -0.439
C -3.0197 -1.0590 4.7945  -0.484
C -2.0452 -1.9171 5.3189  -0.548
C -0.6936 -1.6097 5.1935  -0.398
H 1.4173 0.9526 4.2390  0.388
H -0.9375 1.2695 3.3877  0.353
H -3.3722 0.7144 3.6172  0.374
H -4.0781 -1.3056 4.8877  0.381
H -2.3375 -2.8493 5.7962  0.388
H 0.0677 -2.2830 5.5861  0.319
Cl -0.4064 1.3630 8.5600  -0.053
C 1.1085 2.0667 8.8360  0.573
N 2.0384 1.9563 7.8661  0.010
F 1.7287 1.1525 6.6663  -0.038
C 3.2728 2.4885 7.9888  0.586
Cl 4.3454 2.2907 6.6976  -0.067
C 3.6193 3.1704 9.1492  -0.667
C 2.6826 3.2987 10.1735  -0.026
C 1.4138 2.7450 10.0113  -0.674
H 4.6231 3.5802 9.2151  0.402
H 2.9407 3.8241 11.0888  0.438
H 0.6414 2.8154 10.7725  0.402

Atomic forces in eV per Å
C 0.58 0.37 -0.27
N 4.58 1.26 -1.28
N -3.50 0.03 0.62
C -2.19 -0.54 0.17
C 0.76 -0.35 0.55
C -0.16 -0.33 -0.02
C 0.31 0.07 -0.12
C 0.01 0.09 -0.29
C -0.43 0.42 -0.06
H 0.11 -1.23 0.27
H -0.26 -0.08 0.17
H 0.15 -0.09 0.13
H 0.33 0.09 -0.02
H 0.01 0.19 -0.03
H -0.24 0.08 0.05
Cl 0.14 0.02 -0.02
C -0.59 -0.27 -0.03
N -0.01 -0.59 -0.64
F 0.38 1.49 2.14
C 0.33 -0.07 -0.31
Cl -0.01 -0.02 0.02
C -0.23 -0.11 -0.11
C -0.13 -0.24 -0.38
C 0.16 -0.02 -0.21
H -0.22 -0.07 -0.01
H -0.05 -0.09 -0.16
H 0.17 -0.02 -0.18

The energy above the lowest of the compared OMol25 structures with the same formula, charge and spin is 90.5 kcal per mole. For the HOMO-LUMO gap, the calculation gives 5.24 eV. The total charge is +1. The spin multiplicity is 1.

=====

Number 1: electronic energy -1536.05846 Eh. Number 2: electronic energy -16005.33852 Eh. Number 3: electronic energy -1646.75867 Eh.